# C3H5ClOS

One molecule with the formula C3H5ClOS (wB97M-V/def2-TZVPD, OMol25).

```
11
C3H5ClOS (wB97M-V/def2-TZVPD)
C -2.141 -0.454 -0.031
C -1.013 -0.577 0.654
C 1.635 0.266 -0.706
O 1.028 1.329 1.563
S 0.316 1.101 0.334
Cl -0.237 -1.647 1.655
H -3.199 -0.901 0.148
H -2.097 0.350 -0.803
H 1.108 -0.041 -1.593
H 2.230 -0.485 -0.244
H 2.370 1.059 -0.977
```

The spin multiplicity is 1. As for the energy above the lowest of the compared OMol25 structures with the same formula, charge and spin: 2.939 eV. For the total energy, the calculation gives -1050.8175 a.u. The calculation puts the highest occupied orbital energy at -9.1 eV. As for the max |F|: 0.068 hartree/bohr.